Entry 1:
Below is a structure of composition C10H24AgF3O10S, with properties calculated with the ωB97M-V functional and the def2-TZVPD basis.

HOMO energy = 1.040 eV
Kohn-Sham gap = 3.347 eV
Energy = -54218.8562 eV
Charge = -2

Each line ends with the Mulliken charge.
CARTESIAN COORDINATES (ANGSTROEM)
Ag  0.60480  0.00919  -0.83249  0.840
C  2.63635  4.58907  -1.26304  0.446
F  3.97255  4.37950  -1.31383  -0.259
F  2.34748  4.71672  0.04829  -0.251
F  2.35023  5.74942  -1.85676  -0.227
S  1.65520  3.17117  -2.07120  1.252
O  2.39156  2.89834  -3.27967  -0.670
O  1.61176  2.17171  -1.01461  -0.629
O  0.36716  3.78396  -2.30272  -0.689
C  -0.68319  0.42708  -3.44570  0.505
O  0.58131  0.13952  -3.40552  -0.762
O  -1.08178  1.18050  -4.41481  -0.820
O  -1.22399  0.65276  -2.26774  -0.808
C  -4.68466  0.07348  1.20328  -1.128
C  -4.10422  0.10321  -0.19050  -0.194
O  -2.68821  0.07532  -0.03268  -0.362
H  -4.32643  -0.82767  1.71315  0.231
H  -5.77532  0.08402  1.22845  0.361
H  -4.26616  0.85846  1.83801  0.269
H  -4.35003  1.01575  -0.73764  0.285
H  -4.37544  -0.80032  -0.74388  0.280
H  -2.26168  -0.16695  -0.88487  0.039
C  4.56771  -1.36428  0.98225  -1.187
C  3.52455  -0.29914  0.68367  0.368
O  2.95510  -0.52878  -0.58843  -0.319
H  5.53753  -1.07614  0.57090  0.315
H  4.24197  -2.33628  0.61495  0.303
H  4.75137  -1.47574  2.05735  0.353
H  3.96558  0.70510  0.67905  0.244
H  2.76398  -0.22344  1.46086  -0.216
H  3.61541  -0.35318  -1.26566  0.197
C  -0.84092  -0.33707  3.72733  -1.027
C  0.09300  0.54179  2.91081  -0.128
O  -0.06581  0.26857  1.53560  -0.077
H  -0.96354  0.01577  4.75138  0.368
H  -0.59548  -1.39831  3.65485  0.262
H  -1.80939  -0.30039  3.21404  0.121
H  1.11527  0.38812  3.26471  0.292
H  -0.13233  1.59761  3.10340  0.283
H  -1.02064  0.20507  1.36774  0.111
C  -1.71035  -3.41487  -0.33412  -1.044
C  -1.12634  -2.87156  -1.62809  -0.167
O  0.18857  -2.42760  -1.42142  -0.372
H  -1.75442  -2.66599  0.46321  0.124
H  -1.10667  -4.20609  0.12396  0.418
H  -2.73885  -3.75601  -0.48642  0.353
H  -1.81951  -2.16965  -2.08580  0.227
H  -1.07509  -3.71586  -2.33352  0.262
H  0.74199  -3.08590  -0.99612  0.228

***

Entry 2:
Below is a cluster of 3 separate species, C10H24BF3N3O6PS2 in total, with properties calculated with the ωB97M-V functional and the def2-TZVPD basis.

HOMO energy = -8.858 eV
SMILES string = O=C(F)N(B([PH2]=S)S(=O)(=O)F)C(=O)F.COC[C@@H](C)N.COC[C@@H](C)N
Kohn-Sham gap = 6.136 eV
Energy = -67300.8928 eV

Each line ends with the Mulliken charge.
CARTESIAN COORDINATES (ANGSTROEM)
O  -4.36425  3.00937  2.68426  -0.338
C  -4.99976  2.37785  1.93330  0.552
F  -5.99460  1.56873  2.29117  -0.190
N  -4.81550  2.32087  0.49103  0.154
B  -4.02628  1.20717  0.03590  0.228
P  -4.65892  -0.45729  -0.71833  0.079
S  -5.94779  -0.14910  -2.14019  -0.336
S  -2.14725  1.44562  0.20345  1.010
O  -1.59831  1.67023  -1.09276  -0.526
O  -1.88847  2.36257  1.26237  -0.545
F  -1.65744  0.02608  0.70609  -0.108
C  -6.02246  2.63649  -0.24958  0.427
O  -7.13318  2.38238  0.01151  -0.377
F  -5.64526  3.35180  -1.28732  -0.194
H  -5.04891  -1.21035  0.40548  0.101
H  -3.47882  -1.09848  -1.12214  0.057
C  4.04065  1.24865  -0.00341  -1.711
C  2.54653  1.49874  -0.17336  1.201
C  2.14599  1.93117  -1.58907  -0.504
O  2.43471  3.28026  -1.90522  -0.405
C  3.75335  3.53480  -2.34049  -0.642
N  2.10689  2.45542  0.84894  -0.672
H  4.60350  2.18187  0.04604  0.387
H  4.22309  0.70997  0.92650  0.347
H  4.43712  0.64963  -0.82555  0.354
H  2.03449  0.55209  0.01083  -0.184
H  1.06056  1.83284  -1.67296  0.134
H  2.58580  1.26536  -2.34445  0.394
H  4.14443  2.69978  -2.93113  0.298
H  4.43408  3.72744  -1.50687  0.231
H  3.72295  4.42438  -2.96924  0.265
H  1.09570  2.54740  0.80268  0.197
H  2.45158  3.37234  0.57529  0.331
C  2.31874  -2.92943  1.55256  -1.534
C  0.99220  -2.40578  1.01349  0.619
C  -0.11613  -3.46305  0.95351  -0.696
O  -0.00431  -4.38174  -0.11331  -0.403
C  0.84991  -5.48573  0.11563  -0.652
N  1.23004  -1.76439  -0.28193  -0.461
H  2.83892  -3.53789  0.81213  0.319
H  2.97190  -2.09459  1.80438  0.290
H  2.17272  -3.53125  2.45134  0.369
H  0.63961  -1.63004  1.70173  0.243
H  -1.06766  -2.94732  0.79048  0.172
H  -0.19397  -3.99874  1.90934  0.503
H  0.80804  -5.80811  1.16072  0.304
H  1.88727  -5.26476  -0.14686  0.230
H  0.50236  -6.30107  -0.51735  0.265
H  0.37259  -1.31921  -0.59883  0.131
H  1.40356  -2.49298  -0.96980  0.284

***

Entry 3:
Below is a structure of composition C10H24Br2F6N2O10S2V, with properties calculated with the ωB97M-V functional and the def2-TZVPD basis.

HOMO energy = -4.181 eV
Kohn-Sham gap = 3.539 eV
Energy = -237953.8052 eV
Charge = -1

Each line ends with the Mulliken charge.
CARTESIAN COORDINATES (ANGSTROEM)
O  -0.65556  -1.59588  -2.23348  -0.571
V  -0.04406  -2.75612  -1.36356  1.773
O  -0.79987  -2.79672  0.05782  -0.559
C  -0.36751  -0.29639  4.85995  -1.247
C  -1.09571  0.62007  3.88587  -0.108
C  -2.72878  0.57244  3.93183  -0.627
O  -3.18245  0.92787  5.15815  -0.302
C  -4.56310  0.64935  5.29496  -0.831
N  -0.67140  2.03064  4.31404  -0.333
H  0.33048  2.06956  4.19229  0.362
H  -1.04555  2.71857  3.67617  0.333
H  -1.00418  2.18022  5.25583  0.328
H  0.69759  -0.18925  4.65462  0.475
H  -0.81321  -1.26935  4.65298  0.345
H  -0.54754  -0.12398  5.92106  0.372
H  -0.73002  0.69612  2.86186  0.429
H  -3.02771  -0.47330  3.85985  0.494
H  -3.15572  1.24663  3.18935  0.352
H  -4.94323  -0.24440  4.80015  0.367
H  -5.11999  1.53573  4.99113  0.290
H  -4.67524  0.30243  6.32217  0.290
C  4.40425  4.21828  -5.17477  -1.429
C  3.83613  4.02575  -3.81852  0.254
C  3.80827  5.31808  -2.90605  -0.941
O  3.02458  6.28615  -3.49931  -0.329
C  2.76965  7.49442  -2.79968  -0.755
N  2.41105  3.49356  -3.84235  -0.240
H  2.30408  2.66770  -3.27084  0.378
H  1.71378  4.12448  -3.47379  0.310
H  2.24320  3.36497  -4.82997  0.329
H  3.71104  4.55323  -5.94636  0.452
H  4.68771  3.19190  -5.40777  0.417
H  5.28051  4.86491  -5.22124  0.350
H  4.37757  3.35259  -3.15383  0.351
H  4.78148  5.78236  -2.74673  0.494
H  3.47433  5.13047  -1.88556  0.476
H  2.38893  7.28470  -1.80010  0.318
H  2.06956  8.11120  -3.36321  0.246
H  3.67418  8.09738  -2.71982  0.306
C  1.14440  -7.54985  2.85241  0.545
F  1.60263  -8.64473  3.43741  -0.228
F  0.01848  -7.97013  2.18607  -0.234
F  0.91483  -6.53321  3.75077  -0.219
S  2.45474  -7.04295  1.42315  1.055
O  3.51267  -6.34121  2.08342  -0.655
O  2.92299  -8.25553  0.73747  -0.648
O  1.72213  -6.09217  0.60283  -0.617
C  -6.08018  -3.68191  -2.74163  0.562
F  -6.05184  -3.88355  -1.41880  -0.238
F  -7.27215  -4.12842  -3.26615  -0.255
F  -5.92814  -2.44877  -3.07497  -0.219
S  -4.51258  -4.71276  -3.48354  1.026
O  -4.28734  -4.07550  -4.71242  -0.624
O  -3.49728  -4.42190  -2.49061  -0.572
O  -5.00461  -6.14512  -3.65201  -0.669
Br  2.12979  -4.40795  -4.68808  -0.781
Br  3.39391  -0.83068  0.03150  -0.853

***

Entry 4:
Below is a structure of composition C10H24Br2F6NO8S2, with properties calculated with the ωB97M-V functional and the def2-TZVPD basis.

HOMO energy = -5.002 eV
Kohn-Sham gap = 7.418 eV
Energy = -206672.3874 eV
Charge = -1

Each line ends with the Mulliken charge.
CARTESIAN COORDINATES (ANGSTROEM)
O  -0.56277  -0.12814  -0.01245  -0.226
H  -0.71037  -1.02201  -0.32994  -0.402
H  0.02540  -0.17209  0.74500  0.283
H  -0.09031  0.37729  -0.67797  -0.592
O  1.08489  -1.82022  -1.77297  -0.912
H  1.08807  -0.86500  -1.86865  0.559
H  0.19937  -1.98163  -1.43923  0.490
H  1.72934  -2.13120  -1.13298  0.482
C  -0.34269  0.25316  3.05501  -1.173
C  1.01262  0.45661  2.35707  1.639
C  2.12463  0.10843  3.37550  -1.653
O  1.12331  -0.11278  1.05226  -0.668
H  -1.17445  0.62761  2.45830  -0.056
H  -0.27507  0.70601  4.04417  0.527
H  -0.52880  -0.77899  3.35192  0.291
H  1.03388  1.54635  2.34640  -0.748
H  2.16589  0.77476  4.23713  0.409
H  3.11242  0.02510  2.92225  0.356
H  1.90281  -0.87518  3.78952  0.366
C  2.29106  1.24955  -3.00199  -1.931
C  1.26821  1.19216  -1.85643  1.355
C  0.04762  1.91687  -2.26586  -1.211
O  0.95640  -0.05892  -1.29278  -0.380
H  3.27382  0.80462  -2.84599  0.356
H  2.45061  2.26133  -3.37476  0.431
H  1.87043  0.80871  -3.90578  0.425
H  1.70314  1.74024  -1.02065  -0.135
H  -0.52882  2.01494  -1.34597  -0.328
H  -0.55727  1.38605  -3.00102  0.198
H  0.20941  2.91946  -2.66175  0.468
C  -2.54318  -0.92289  -1.76985  0.935
F  -1.91674  -0.11382  -2.65947  -0.231
F  -2.64428  -0.39344  -0.53017  -0.075
F  -3.75105  -1.03055  -2.24262  -0.285
S  -1.68523  -2.53682  -1.75657  0.900
O  -2.72706  -3.54659  -1.37369  -0.604
O  -1.02175  -2.83036  -3.07645  -0.665
N  -0.41612  -2.08349  -0.59042  -0.546
S  -0.45766  -3.40513  0.29098  0.912
O  -0.66969  -4.68446  -0.38087  -0.656
O  0.78022  -3.30378  1.11854  -0.628
C  -1.85285  -3.00972  1.58556  0.787
F  -1.38096  -2.17001  2.51803  -0.202
F  -2.88425  -2.49341  0.98138  -0.207
F  -2.32121  -4.13776  2.23390  -0.309
Br  -2.17296  2.26476  1.11486  -0.172
C  -0.40131  2.56514  0.32933  1.502
C  0.40168  3.58670  1.14843  -0.945
Br  1.85972  4.61171  0.06965  -0.249
H  -0.69104  3.11876  -0.56378  0.864
H  0.04027  1.59301  0.11005  -0.339
H  0.77939  3.25782  2.11656  0.497
H  -0.22673  4.44126  1.39928  0.500

***

Entry 5:
Below is a cluster of 10 separate species, C10H24Cl12N4O8 in total, with properties calculated with the ωB97M-V functional and the def2-TZVPD basis.

HOMO energy = -10.859 eV
SMILES string = C[N+](=O)[O-].C[N+](=O)[O-].C[N+](=O)[O-].C[N+](=O)[O-].ClCCl.ClCCl.ClCCl.ClCCl.ClCCl.ClCCl
Kohn-Sham gap = 10.458 eV
Energy = -183357.6426 eV

Each line ends with the Mulliken charge.
CARTESIAN COORDINATES (ANGSTROEM)
C  -8.99194  17.50775  19.99366  -0.520
N  -9.44710  16.13195  20.35351  0.976
O  -9.67178  15.38404  19.42511  -0.578
O  -9.52670  15.87790  21.53054  -0.538
H  -8.30016  17.90528  20.72788  -0.024
H  -9.90647  18.09746  20.00408  0.263
H  -8.53448  17.54083  19.01252  0.364
C  -6.91529  20.64169  22.26345  0.370
N  -5.53428  20.34857  22.66624  1.031
O  -5.13474  20.88540  23.67965  -0.458
O  -4.86511  19.58622  21.99213  -0.556
H  -7.58160  20.83123  23.09632  -0.253
H  -7.31281  19.74625  21.79344  -0.347
H  -6.83570  21.51190  21.61620  0.250
C  -11.75790  21.01802  22.77319  -0.706
N  -11.08829  19.97792  21.93754  0.960
O  -10.03663  20.30750  21.43116  -0.458
O  -11.56435  18.87773  21.87679  -0.535
H  -11.26512  20.97121  23.73715  0.223
H  -12.82498  20.82054  22.81965  0.298
H  -11.62727  21.97784  22.28984  0.203
C  -5.08482  19.43324  26.49057  -0.544
N  -4.13950  19.42289  27.66628  0.932
O  -3.30727  20.30488  27.65828  -0.548
O  -4.20352  18.49501  28.44006  -0.546
H  -5.47940  20.44627  26.45054  0.243
H  -5.95924  18.81985  26.68813  0.273
H  -4.51532  19.15268  25.61387  0.175
C  -4.62905  24.91849  22.67650  -0.415
Cl  -5.50636  24.17402  21.33462  -0.123
Cl  -4.82726  24.08601  24.21909  -0.106
H  -3.56725  24.95720  22.46136  0.330
H  -5.01295  25.92657  22.78846  0.322
C  -5.22217  19.90809  18.49167  0.047
Cl  -6.97725  19.86952  18.73477  -0.128
Cl  -4.65126  21.50985  17.99262  -0.163
H  -4.77108  19.69745  19.45688  -0.133
H  -4.86360  19.17266  17.78052  0.369
C  -9.30581  24.40400  22.50995  -0.273
Cl  -10.95203  25.00321  22.30127  -0.163
Cl  -9.33069  22.92630  23.55762  -0.091
H  -8.86251  24.12655  21.56376  0.217
H  -8.78304  25.16469  23.07375  0.321
C  -4.80372  16.80001  22.07078  0.257
Cl  -6.18898  16.62384  23.19283  -0.150
Cl  -4.12935  15.20307  21.73746  -0.178
H  -5.20249  17.23703  21.16358  0.033
H  -4.05717  17.43746  22.52750  0.051
C  -10.13656  18.06343  25.57760  -0.492
Cl  -8.96299  19.05121  24.67987  0.038
Cl  -11.14521  19.03450  26.70374  -0.163
H  -10.78274  17.67675  24.80105  0.282
H  -9.58536  17.35067  26.17349  0.361
C  -1.56051  20.07030  24.20180  0.440
Cl  -1.15315  18.37098  24.49833  -0.181
Cl  -0.62809  20.75685  22.86031  -0.176
H  -2.57357  20.08417  23.81322  -0.383
H  -1.48962  20.55388  25.16882  0.301

***

Entry 6:
Below is a structure of composition C10H24Hg3O14, with properties calculated with the ωB97M-V functional and the def2-TZVPD basis.

HOMO energy (spin up / spin down) = -9.847 / -10.947 eV
Kohn-Sham gap (spin up / spin down) = 2.727 / 4.669 eV
Expectation value of S² = 0.934
2S+1 = 2
Energy = -51931.8810 eV
Charge = +1

Each line ends with the Mulliken charge.
CARTESIAN COORDINATES (ANGSTROEM)
Hg  7.96311  13.77642  -27.29447  0.915
Hg  3.35385  9.79567  -26.41181  0.539
Hg  3.62264  13.08591  -28.24797  1.232
C  5.89116  12.29072  -26.57297  0.976
O  6.88729  12.25067  -25.91401  -0.360
O  4.87860  11.65426  -26.32923  -0.060
O  5.85884  12.98981  -27.57039  -1.240
C  1.85800  11.93336  -26.52954  0.954
O  2.11357  11.43757  -27.56419  -0.777
O  1.78725  11.23828  -25.49170  -0.683
O  2.29463  13.06960  -26.28101  -0.669
C  8.60704  11.08653  -28.83687  -0.230
C  8.78878  12.17966  -29.83044  -0.422
O  7.98812  13.42568  -29.60472  -0.480
O  9.03579  11.58094  -27.62342  -0.415
H  9.04755  10.12774  -29.11031  0.589
H  7.55073  10.82056  -28.79723  -0.053
H  8.51069  11.74043  -30.78848  0.388
H  9.86485  12.34039  -29.89631  0.372
H  7.76409  13.88843  -30.41544  0.236
H  9.45860  10.82166  -27.21560  0.232
C  4.45076  10.95181  -30.61445  -0.237
C  3.60718  12.07602  -31.27549  -0.561
O  3.98817  13.26516  -30.54227  -0.480
O  4.35014  11.02425  -29.18215  -0.006
H  5.47267  11.13310  -30.94753  0.156
H  4.23166  9.95164  -30.98828  0.406
H  2.57778  11.79817  -31.04913  0.263
H  3.92609  12.35398  -32.28005  0.386
H  4.68642  13.76714  -30.96896  0.242
H  4.68460  10.23791  -28.74465  0.029
C  4.83713  13.74582  -23.14862  -0.216
C  3.98161  15.06715  -23.06749  -0.499
O  2.63167  14.79847  -22.68374  -0.488
O  4.15531  12.76469  -23.95240  -0.530
H  5.07588  13.39763  -22.14371  0.320
H  5.78038  14.01300  -23.62506  0.138
H  3.78872  15.37469  -24.09526  0.166
H  4.47572  15.89297  -22.55563  0.436
H  2.43152  15.56696  -22.14434  0.301
H  4.64734  12.64786  -24.76840  0.075
C  7.74127  9.73542  -23.16334  -0.393
C  9.15756  10.05487  -23.81724  -0.176
O  9.17175  11.45168  -24.15225  -0.533
O  6.72999  9.81802  -24.22207  -0.456
H  7.36649  10.38720  -22.37415  0.255
H  7.67099  8.79039  -22.62475  0.328
H  9.30258  9.49334  -24.74015  0.127
H  9.95639  9.90321  -23.09131  0.337
H  8.33701  11.75228  -24.51894  0.318
H  6.66510  10.66617  -24.66707  0.248